# 1
Here is a cluster of 2 separate species, C3H2NP in total from the OMol25 dataset. Energies are from wB97M-V/def2-TZVPD.

Each line ends with the natural charge from an NBO analysis.
Cartesian coordinates (Å):
C -1.48 -0.12 0.70  0.249
C 0.62 0.16 -0.33  -0.139
C -0.26 -0.66 0.24  -0.445
N -2.48 0.33 1.02  -0.299
P 3.24 0.80 -1.55  0.210
H 0.47 1.21 -0.49  0.173
H -0.11 -1.72 0.40  0.251

## Properties
Frontier orbital gap (spin up / spin down) = 7.1343 / 7.1328 eV
LUMO energy (spin up / spin down) = -2.3 / -2.3 eV
HOMO (spin up / spin down) = -9.4 / -9.4 eV
Total charge = 0

=====

# 2
Here is an isolated molecule of C18H27N3O5S from the OMol25 dataset. Energies are from wB97M-V/def2-TZVPD.

Each line ends with the natural charge from an NBO analysis.
Cartesian coordinates (Å):
C -2.26 -1.02 2.31  -0.609
C -0.97 -1.69 2.78  -0.394
C 0.26 -1.23 1.99  -0.405
C 0.70 0.19 2.38  -0.230
N 1.70 0.71 1.47  -0.707
S 1.22 1.94 0.49  2.349
O 2.35 2.42 -0.24  -0.935
O 0.39 2.88 1.19  -0.942
C 0.15 1.03 -0.64  -0.340
C 0.71 0.16 -1.54  -0.161
C -0.10 -0.63 -2.35  0.042
C -1.50 -0.50 -2.30  0.194
C -2.04 0.39 -1.37  -0.210
C -1.23 1.14 -0.54  -0.159
H -1.65 1.83 0.17  0.250
H -3.11 0.49 -1.30  0.254
N -2.36 -1.16 -3.17  -0.447
C -3.63 -1.57 -2.84  0.703
O -4.12 -1.51 -1.74  -0.584
C -4.27 -2.12 -4.09  -0.503
H -4.20 -3.21 -4.07  0.236
C -3.43 -1.53 -5.22  -0.401
H -3.79 -0.53 -5.48  0.209
H -3.42 -2.15 -6.11  0.224
C -2.05 -1.45 -4.57  -0.213
H -1.53 -2.41 -4.65  0.221
H -1.42 -0.66 -4.98  0.209
H -5.33 -1.85 -4.14  0.242
N 0.58 -1.63 -3.12  0.515
O 1.70 -1.38 -3.52  -0.366
O 0.01 -2.69 -3.29  -0.383
H 1.78 0.07 -1.60  0.263
C 3.10 0.46 1.69  -0.213
H 3.61 0.80 0.79  0.232
C 3.68 1.19 2.91  -0.408
C 3.52 2.71 2.78  -0.410
C 4.10 3.43 3.99  -0.597
H 3.60 3.12 4.90  0.198
H 3.98 4.51 3.88  0.212
H 5.17 3.22 4.09  0.198
H 4.02 3.04 1.87  0.209
H 2.46 2.96 2.68  0.208
H 4.74 0.94 2.99  0.208
H 3.19 0.85 3.82  0.191
H 3.25 -0.62 1.80  0.199
H -0.14 0.88 2.33  0.223
H 1.08 0.19 3.40  0.202
H 1.09 -1.92 2.17  0.202
H 0.04 -1.26 0.92  0.201
H -1.07 -2.77 2.66  0.207
H -0.81 -1.49 3.84  0.194
H -3.10 -1.40 2.89  0.215
H -2.21 0.06 2.44  0.195
H -2.44 -1.23 1.26  0.212

## Properties
Frontier orbital gap = 8.3794 eV
LUMO energy = -0.7 eV
HOMO = -9.1 eV
SMILES = CCCCN(CCCC)S(=O)(=O)c1ccc(N2CCCC2=O)c([N+](=O)[O-])c1
Total charge = 0

=====

# 3
Here is an isolated molecule of CHOP from the OMol25 dataset. Energies are from wB97M-V/def2-TZVPD.

Each line ends with the natural charge from an NBO analysis.
Cartesian coordinates (Å):
C -0.60 -0.02 0.02  0.390
O -1.52 -0.68 -0.04  -0.441
P 0.78 0.93 -0.02  0.055
H 1.34 -0.23 0.04  -0.004

## Properties
Frontier orbital gap = 9.7375 eV
LUMO energy = 0.8 eV
HOMO = -9.0 eV
SMILES = O=C=P
Total charge = 0